# C22H44BrF2IN5O9P3S4

A molecular structure, C22H44BrF2IN5O9P3S4 at a distorted geometry (wB97M-V/def2-TZVPD, OMol25).

Cartesian coordinates (Å):
C (3.539, -2.015, 1.752)
C (2.501, -0.975, 2.136)
C (2.849, 0.486, 1.728)
C (2.838, 1.391, 2.955)
C (2.246, 1.009, 0.371)
O (3.240, 1.870, -0.125)
N (2.126, -0.158, -0.504)
P (3.436, -0.694, -1.598)
C (5.054, -0.326, -0.876)
O (3.508, 0.467, -2.769)
C (0.884, -0.597, -0.769)
N (0.627, -1.147, -1.936)
C (-0.599, -1.703, -2.478)
C (-1.603, -0.760, -3.122)
O (-2.786, -0.785, -2.816)
Br (-1.019, 0.405, -4.560)
N (-0.091, -0.402, 0.179)
C (-0.962, -1.488, 0.630)
C (-0.366, -2.885, 0.687)
C (-1.387, -3.773, 1.402)
C (-2.636, -4.068, 0.577)
C (-3.858, -3.268, 0.990)
N (-4.530, -3.886, 2.133)
C (-0.251, 0.895, 0.770)
I (-2.278, 1.526, -0.093)
P (-0.716, 0.948, 2.604)
S (-0.234, -0.515, 3.793)
C (0.924, 1.857, 0.339)
C (1.023, 3.208, 1.067)
C (-0.219, 4.074, 1.298)
C (0.236, 5.521, 1.543)
C (-0.998, 6.385, 1.730)
O (-1.699, 6.435, 0.489)
C (-3.001, 6.753, 0.583)
C (-3.685, 6.797, -0.745)
O (-3.573, 6.996, 1.623)
P (0.556, 2.470, -1.446)
S (1.991, 3.270, -2.478)
H (3.387, -2.879, 2.389)
H (3.451, -2.390, 0.738)
H (4.548, -1.689, 1.964)
H (2.482, -0.963, 3.214)
H (1.507, -1.271, 1.848)
H (3.904, 0.393, 1.511)
H (3.284, 2.366, 2.770)
H (3.473, 0.934, 3.699)
H (1.877, 1.557, 3.424)
H (3.554, 2.407, 0.605)
H (5.755, -0.839, -1.522)
H (5.196, -0.665, 0.135)
H (5.252, 0.732, -0.979)
H (2.614, 0.739, -3.004)
H (1.404, -1.220, -2.573)
H (-0.309, -2.355, -3.300)
H (-1.122, -2.394, -1.839)
H (-1.417, -1.333, 1.596)
H (-1.825, -1.554, -0.033)
H (-0.104, -3.282, -0.289)
H (0.528, -2.910, 1.304)
H (-1.662, -3.285, 2.334)
H (-0.857, -4.671, 1.688)
H (-2.897, -5.101, 0.756)
H (-2.416, -3.929, -0.475)
H (-4.528, -3.277, 0.130)
H (-3.636, -2.227, 1.198)
H (-5.139, -4.624, 1.814)
H (-5.154, -3.219, 2.563)
H (-0.176, 2.116, 3.150)
H (-2.098, 1.138, 2.680)
H (1.544, 3.177, 2.015)
H (1.670, 3.810, 0.434)
H (-0.933, 4.128, 0.490)
H (-0.775, 3.816, 2.189)
H (0.820, 5.575, 2.450)
H (0.778, 5.901, 0.684)
H (-1.591, 5.968, 2.529)
H (-0.671, 7.388, 1.973)
H (-3.862, 5.801, -1.131)
H (-4.644, 7.264, -0.600)
H (-3.126, 7.373, -1.469)
H (-0.446, 3.431, -1.345)
H (0.001, 1.400, -2.151)
N (-1.022, -5.491, -4.979)
S (0.236, -6.387, -4.596)
O (0.035, -7.790, -4.691)
O (1.021, -5.892, -3.508)
F (1.120, -6.048, -5.871)
S (-2.219, -5.591, -3.970)
O (-3.422, -5.035, -4.491)
O (-1.916, -5.281, -2.603)
F (-2.562, -7.137, -3.920)

Atomic forces in eV per Å
-0.483 -0.419 0.184
0.394 0.562 0.178
-0.619 -0.913 0.452
0.096 0.439 -0.149
0.719 0.787 1.930
-0.033 -0.358 -0.884
0.612 1.347 -0.983
0.454 -0.639 -1.129
-0.217 0.492 -0.043
-0.060 -0.599 0.774
-0.284 0.307 0.561
-0.479 -0.431 -0.406
0.012 -0.456 -0.877
-3.640 0.112 1.202
3.274 0.117 -0.864
0.274 -0.288 0.384
0.507 0.455 1.110
-0.959 -1.249 -1.477
0.106 0.226 0.738
0.227 0.031 -0.271
0.299 0.162 0.728
-0.629 -0.474 -0.705
0.157 0.345 0.422
-0.200 0.513 -0.657
-0.225 0.174 -0.009
0.238 -1.256 1.596
-0.042 0.083 -0.104
-1.658 -0.891 0.031
-0.109 0.304 -0.023
0.491 0.829 0.116
-1.044 -0.302 -0.390
1.141 0.045 0.062
-0.210 -0.250 0.100
-0.880 0.405 0.465
-0.103 0.126 -0.015
0.686 -0.278 -0.432
1.198 0.477 -0.901
-0.060 -0.048 -0.048
-0.056 -0.307 0.091
0.149 0.114 -0.355
0.326 0.217 -0.111
-0.190 -0.065 0.350
-0.144 -0.076 -0.153
0.310 0.264 -0.539
0.086 0.230 -0.118
0.145 -0.205 0.258
-0.249 -0.152 0.034
0.167 0.087 0.213
0.112 -0.360 -0.170
0.003 -0.175 0.231
-0.012 0.255 0.160
-0.017 0.571 -0.472
0.330 -0.285 0.071
0.295 -0.141 -0.184
-0.253 0.144 0.573
0.431 0.795 0.360
-0.174 0.211 -0.229
-0.005 -0.155 -0.191
0.293 0.199 -0.040
-0.075 0.040 0.293
-0.035 -0.401 -0.015
-0.092 -0.405 -0.387
-0.087 -0.207 -0.341
-0.118 0.291 -0.250
0.117 0.195 0.232
0.086 -0.289 -0.112
-0.030 0.156 0.172
-0.078 0.281 -0.594
0.068 0.329 -0.450
0.064 -0.399 0.129
0.273 0.108 -0.206
-0.038 -0.329 -0.300
-0.216 -0.460 0.147
0.419 0.145 0.171
0.429 0.023 -0.061
-0.525 0.140 0.125
-0.235 0.327 0.261
0.155 -0.286 -0.105
-0.313 0.141 0.065
0.281 -0.007 -0.182
-0.293 -0.370 0.428
-0.342 -0.113 0.348
-0.140 -0.234 0.369
1.190 -0.100 -0.408
-0.261 -0.121 0.051
-0.152 0.286 0.129
-0.295 0.211 0.047
-1.267 -0.389 0.230
0.285 0.567 -0.483
0.503 0.277 0.226
0.226 -0.057 0.026

HOMO level in eV: -8.79

Formally, the Löwdin partial charges of the atoms, in units of the elementary charge, are as follows: C -0.088; C -0.255; C -0.246; C -0.059; C -0.432; O -0.062; N -0.061; P 0.971; C -0.213; O -0.303; C -0.346; N 0.135; C -0.123; C -0.768; O 0.008; Br 0.766; N -0.090; C -0.240; C -0.164; C -0.179; C -0.183; C -0.290; N 0.002; C -0.715; I 0.971; P 0.409; S 0.292; C -0.438; C -0.229; C -0.247; C -0.152; C -0.175; O -0.001; C -0.526; C 0.027; O 0.105; P 0.411; S 0.274; H 0.081; H 0.056; H 0.073; H 0.071; H 0.028; H 0.113; H 0.082; H 0.096; H 0.034; H 0.111; H 0.054; H 0.021; H 0.049; H -0.020; H 0.092; H 0.151; H 0.104; H 0.046; H 0.088; H 0.115; H 0.102; H 0.106; H 0.116; H 0.115; H 0.086; H 0.110; H 0.096; H 0.068; H 0.058; H -0.020; H -0.055; H 0.093; H 0.091; H 0.040; H 0.086; H 0.125; H 0.126; H 0.126; H 0.135; H 0.087; H 0.087; H 0.089; H -0.041; H -0.093; N -0.313; S 0.472; O -0.275; O -0.309; F -0.192; S 0.443; O -0.291; O -0.320; F -0.182

---

# C21H32N2O2

C21H32N2O2 in the gas phase (wB97M-V/def2-TZVPD, OMol25).

Cartesian coordinates (Å):
C (1.587, 2.406, -0.358)
C (3.066, 2.075, -0.111)
C (3.955, 2.959, -0.992)
N (3.439, 0.684, -0.277)
C (3.134, 0.030, -1.528)
C (1.847, -0.807, -1.503)
N (1.918, -1.748, -0.403)
C (0.863, -2.754, -0.418)
C (-0.530, -2.196, -0.261)
C (-1.260, -1.787, -1.373)
C (-2.503, -1.204, -1.232)
C (-3.047, -1.015, 0.038)
C (-4.321, -0.419, 0.191)
C (-5.399, 0.108, 0.289)
C (-6.727, 0.689, 0.482)
C (-6.633, 2.216, 0.421)
C (-7.667, 0.153, -0.610)
O (-7.226, 0.365, 1.774)
C (-2.325, -1.430, 1.157)
C (-1.083, -2.012, 1.003)
C (2.023, -1.027, 0.849)
C (3.318, -0.196, 0.865)
C (4.541, -1.128, 0.944)
C (5.838, -0.329, 1.059)
O (5.933, 0.393, 2.266)
H (1.404, 3.454, -0.129)
H (1.318, 2.233, -1.398)
H (0.941, 1.803, 0.276)
H (3.299, 2.322, 0.932)
H (3.718, 2.837, -2.046)
H (4.998, 2.699, -0.837)
H (3.813, 4.004, -0.730)
H (3.966, -0.640, -1.776)
H (3.063, 0.777, -2.318)
H (0.967, -0.147, -1.419)
H (1.770, -1.367, -2.438)
H (1.078, -3.455, 0.394)
H (0.945, -3.290, -1.368)
H (-0.850, -1.935, -2.362)
H (-3.063, -0.890, -2.101)
H (-6.237, 2.533, -0.540)
H (-7.621, 2.643, 0.568)
H (-5.979, 2.571, 1.213)
H (-7.714, -0.934, -0.570)
H (-7.309, 0.449, -1.593)
H (-8.666, 0.554, -0.456)
H (-7.251, -0.593, 1.867)
H (-2.747, -1.291, 2.142)
H (-0.536, -2.337, 1.876)
H (1.158, -0.357, 1.009)
H (2.048, -1.749, 1.668)
H (3.318, 0.423, 1.768)
H (4.435, -1.777, 1.817)
H (4.576, -1.760, 0.059)
H (6.701, -1.004, 0.953)
H (5.874, 0.421, 0.267)
H (5.842, -0.226, 3.000)

Atomic forces in eV per Å
0.262 -0.084 0.225
-0.008 0.344 -0.166
-0.131 -0.102 0.299
-0.048 -0.061 0.115
-0.148 -0.149 -0.122
0.231 0.192 -0.100
0.044 -0.099 -0.028
0.120 0.000 -0.014
-0.034 -0.017 0.000
0.044 -0.073 0.079
-0.034 0.023 0.038
0.498 -0.251 -0.025
-0.833 0.452 -0.042
0.536 -0.355 0.163
-0.293 0.229 -0.444
-0.086 -0.270 0.181
0.067 0.108 0.229
-0.107 0.094 0.148
-0.027 0.031 -0.029
0.031 -0.061 -0.094
0.150 0.261 0.143
-0.023 -0.361 0.275
0.145 0.615 0.042
-0.016 -0.548 -0.347
-0.082 0.229 0.532
-0.067 0.133 -0.017
-0.062 -0.025 -0.136
-0.110 -0.038 0.020
-0.013 -0.051 -0.085
-0.031 0.011 -0.155
0.124 0.003 0.000
-0.018 0.161 -0.052
-0.077 -0.003 -0.150
0.050 -0.005 -0.045
0.045 -0.033 -0.042
-0.041 0.022 -0.031
-0.051 -0.024 -0.076
-0.042 -0.042 0.077
0.051 -0.014 -0.090
-0.045 0.016 -0.030
0.021 0.014 -0.065
-0.114 0.049 -0.013
0.059 0.034 0.027
0.014 -0.049 -0.007
0.029 -0.006 -0.103
-0.068 0.055 0.026
0.048 0.000 -0.047
-0.040 0.015 0.040
0.064 -0.031 0.076
0.052 -0.084 0.017
-0.035 0.001 0.048
-0.028 -0.034 -0.099
0.021 -0.137 0.012
0.019 -0.136 -0.019
-0.088 0.101 -0.064
0.030 -0.117 -0.020
0.046 0.067 -0.054

SMILES string: CC(C)N1CCN(Cc2ccc(C#CC(C)(C)O)cc2)C[C@H]1CCO
HOMO level in eV: -7.86

Formally, the natural (NBO) partial charges of the atoms, in units of the elementary charge, are as follows: C -0.632; C -0.020; C -0.610; N -0.480; C -0.219; C -0.245; N -0.446; C -0.246; C 0.049; C -0.241; C -0.166; C -0.130; C -0.049; C 0.059; C 0.156; C -0.599; C -0.610; O -0.703; C -0.180; C -0.226; C -0.232; C -0.041; C -0.435; C -0.061; O -0.722; H 0.211; H 0.199; H 0.208; H 0.199; H 0.195; H 0.216; H 0.208; H 0.191; H 0.205; H 0.171; H 0.198; H 0.202; H 0.202; H 0.212; H 0.218; H 0.214; H 0.216; H 0.224; H 0.210; H 0.216; H 0.217; H 0.471; H 0.220; H 0.210; H 0.171; H 0.196; H 0.213; H 0.192; H 0.220; H 0.154; H 0.192; H 0.458

---

# C31H26N2O2S

C31H26N2O2S in the gas phase at a distorted geometry (wB97M-V/def2-TZVPD, OMol25).

Cartesian coordinates (Å):
C (3.919, 1.219, 4.519)
C (3.017, 1.049, 3.338)
C (1.845, 0.300, 3.444)
C (1.075, 0.045, 2.309)
C (1.472, 0.570, 1.077)
C (0.647, 0.342, -0.215)
C (0.456, -1.098, -0.581)
C (-0.171, -1.523, -1.748)
N (-0.104, -2.892, -1.843)
C (-0.543, -3.680, -2.973)
C (0.616, -3.387, -0.758)
C (1.074, -4.679, -0.565)
C (2.046, -4.882, 0.428)
C (2.534, -3.802, 1.177)
C (2.077, -2.498, 0.944)
C (1.068, -2.275, 0.009)
C (-0.571, 1.204, -0.245)
C (-0.486, 2.169, -1.322)
N (-0.372, 2.954, -2.189)
C (-0.971, 1.889, 1.053)
C (-0.375, 3.119, 1.344)
C (-0.592, 3.757, 2.568)
C (-1.495, 3.213, 3.476)
C (-2.067, 1.966, 3.212)
C (-1.805, 1.299, 2.015)
S (-2.598, 0.460, -0.828)
O (-2.736, -0.959, -0.539)
O (-3.564, 1.378, -0.260)
C (-2.849, 0.674, -2.638)
C (-2.988, 1.956, -3.158)
C (-2.953, 2.131, -4.545)
C (-2.884, 1.014, -5.385)
C (-2.864, -0.276, -4.845)
C (-2.865, -0.447, -3.458)
C (2.591, 1.402, 0.992)
C (3.358, 1.643, 2.123)
H (4.694, 1.956, 4.296)
H (3.365, 1.545, 5.406)
H (4.422, 0.278, 4.777)
H (1.553, -0.110, 4.411)
H (0.183, -0.579, 2.376)
H (1.317, 0.724, -1.014)
H (-0.594, -0.920, -2.551)
H (-0.608, -4.726, -2.666)
H (-1.524, -3.328, -3.309)
H (0.158, -3.604, -3.818)
H (0.684, -5.484, -1.181)
H (2.436, -5.883, 0.616)
H (3.282, -3.966, 1.956)
H (2.523, -1.655, 1.467)
H (0.311, 3.553, 0.612)
H (-0.044, 4.673, 2.778)
H (-1.723, 3.739, 4.403)
H (-2.714, 1.484, 3.950)
H (-2.219, 0.301, 1.853)
H (-3.073, 2.810, -2.491)
H (-2.955, 3.144, -4.950)
H (-2.850, 1.153, -6.466)
H (-2.833, -1.156, -5.488)
H (-2.836, -1.440, -3.008)
H (2.858, 1.862, 0.035)
H (4.243, 2.275, 2.069)

Atomic forces in eV per Å
0.210 0.104 0.346
-0.014 0.199 -0.026
-0.145 -0.155 -0.513
0.264 0.229 0.189
-0.459 0.210 -0.559
2.192 -0.857 -0.004
-0.171 -0.907 -1.053
0.836 0.055 1.167
-0.039 -0.029 0.454
0.030 0.123 -0.100
0.289 0.895 -0.779
0.531 -0.333 0.660
-0.628 -0.007 -0.323
-0.168 0.609 -0.107
0.356 -0.539 0.629
-0.506 -0.117 -0.688
-3.376 1.121 -0.193
0.584 2.309 -2.081
-0.229 -1.995 2.148
-0.066 0.289 0.478
0.064 -0.084 0.062
-0.147 -0.146 -0.413
0.200 -0.222 0.032
-0.054 -0.074 -0.129
0.342 0.023 -0.019
-0.689 -0.670 -0.708
0.347 0.869 0.033
0.886 0.045 0.150
0.343 -0.076 0.480
0.257 0.130 -0.231
-0.172 -0.298 0.198
0.045 0.061 0.179
-0.177 0.143 0.207
0.396 -0.097 -0.132
-0.304 -0.225 -0.027
0.004 -0.239 0.077
-0.074 -0.068 0.152
0.100 -0.021 -0.111
-0.109 0.133 -0.065
0.059 0.035 -0.214
0.253 0.158 -0.026
-0.391 0.036 0.355
0.018 -0.311 0.341
-0.148 0.206 -0.157
0.114 -0.195 0.074
-0.108 -0.044 0.232
0.278 -0.049 0.150
-0.159 0.225 -0.072
-0.145 0.018 -0.364
-0.068 -0.434 -0.031
-0.205 -0.022 0.285
-0.272 -0.081 0.020
0.106 -0.196 -0.189
0.165 0.258 -0.270
0.055 0.362 0.023
0.112 -0.175 -0.145
-0.109 -0.352 0.054
0.010 -0.053 0.278
-0.079 0.286 0.111
0.018 0.287 -0.116
-0.078 -0.195 0.311
-0.174 -0.155 -0.027

SMILES string: Cc1ccc([C@@H](c2cn(C)c3ccccc23)[C@](C#N)(c2ccccc2)S(=O)(=O)c2ccccc2)cc1
HOMO level in eV: -7.62

Formally, the natural (NBO) partial charges of the atoms, in units of the elementary charge, are as follows: C -0.627; C -0.014; C -0.205; C -0.193; C -0.035; C -0.301; C -0.121; C 0.016; N -0.351; C -0.394; C 0.135; C -0.245; C -0.218; C -0.239; C -0.216; C -0.016; C -0.169; C 0.265; N -0.308; C -0.087; C -0.189; C -0.207; C -0.198; C -0.226; C -0.124; S 2.030; O -0.918; O -0.904; C -0.289; C -0.192; C -0.152; C -0.207; C -0.210; C -0.218; C -0.149; C -0.234; H 0.214; H 0.219; H 0.222; H 0.215; H 0.229; H 0.242; H 0.219; H 0.216; H 0.204; H 0.200; H 0.210; H 0.213; H 0.213; H 0.225; H 0.221; H 0.219; H 0.218; H 0.219; H 0.220; H 0.248; H 0.219; H 0.220; H 0.220; H 0.241; H 0.208; H 0.212

---

# C9H9N3

2 unconnected molecules or ions with the total composition C9H9N3 at a distorted geometry (wB97M-V/def2-TZVPD, OMol25).

Cartesian coordinates (Å):
C (-1.231, 2.224, -0.528)
C (-1.311, 0.526, -2.317)
C (-0.553, -1.723, 0.863)
C (-3.288, 0.951, -0.931)
C (1.108, -0.084, 1.431)
C (-2.016, 1.215, -1.248)
C (0.715, -1.159, 0.685)
C (2.409, 0.678, 1.529)
C (1.447, -1.811, -0.437)
N (-0.773, 3.105, 0.025)
N (-0.781, 0.021, -3.231)
N (-1.493, -2.353, 0.721)
H (-3.724, 0.101, -1.513)
H (-3.788, 1.351, -0.113)
H (0.415, 0.067, 2.265)
H (2.982, 0.158, 2.257)
H (2.248, 1.825, 1.849)
H (3.078, 0.718, 0.624)
H (0.681, -2.319, -0.891)
H (2.184, -2.440, 0.041)
H (1.691, -1.053, -1.081)

Atomic forces in eV per Å
-1.472 -1.294 -1.063
0.674 -0.794 -1.845
3.796 1.929 -0.323
1.247 -2.359 -2.157
1.563 5.743 4.117
0.663 0.436 0.415
-2.793 -4.766 -3.020
-0.773 1.999 -1.229
-0.606 0.159 3.042
0.837 0.929 0.736
-1.098 1.058 2.187
-3.447 -1.792 0.078
-0.002 1.047 0.678
-0.776 0.883 1.139
0.513 0.393 -0.017
0.884 -0.107 1.128
0.249 -2.729 -0.494
-0.984 -0.220 0.533
-1.138 -2.010 -1.456
0.843 -0.185 -0.713
1.818 1.681 -1.736

Multiplicity: 3
HOMO level (spin up / spin down) in eV: -6.12 / -11.13

Formally, the natural (NBO) partial charges of the atoms, in units of the elementary charge, are as follows: C 0.261; C 0.260; C 0.178; C -0.203; C -0.113; C -0.249; C -0.004; C -0.679; C -0.641; N -0.265; N -0.263; N -0.307; H 0.231; H 0.225; H 0.180; H 0.226; H 0.243; H 0.222; H 0.237; H 0.234; H 0.228